## w
Density functional theory data (ωB97M-V with the def2-TZVPD basis set) for 14 unconnected molecules or ions with the total composition C42H112O14.

- HOMO-LUMO gap: 9.42 eV
- Multiplicity: 1

Last columns: bonded neighbours and bond lengths (Å).
Geometry (Å):
1 C 4.017 -4.051 0.311  C2 1.592, H5 1.090, H6 1.090, H7 1.090
2 C 3.386 -2.655 -0.122  C1 1.592, C3 1.490, O4 1.376, H8 1.090
3 C 4.359 -1.892 -0.955  C2 1.490, H9 1.090, H10 1.090, H11 1.090
4 O 2.164 -2.808 -0.736  C2 1.376, H12 0.960
5 H 4.975 -3.961 0.823  C1 1.090
6 H 4.200 -4.593 -0.617  C1 1.090
7 H 3.386 -4.458 1.101  C1 1.090
8 H 3.158 -2.043 0.751  C2 1.090
9 H 5.144 -1.330 -0.449  C3 1.090
10 H 3.904 -1.151 -1.612  C3 1.090
11 H 4.711 -2.695 -1.603  C3 1.090
12 H 1.687 -1.980 -0.645  O4 0.960
13 C -4.292 4.283 -5.340  C14 1.516, H17 1.090, H18 1.090, H19 1.090
14 C -5.218 3.136 -5.697  C13 1.516, C15 1.542, O16 1.388, H20 1.090
15 C -5.775 3.121 -7.135  C14 1.542, H21 1.090, H22 1.090, H23 1.090
16 O -4.499 1.998 -5.360  C14 1.388, H24 0.960
17 H -3.732 4.122 -4.418  C13 1.090
18 H -4.878 5.193 -5.457  C13 1.090
19 H -3.549 4.448 -6.120  C13 1.090
20 H -5.962 3.146 -4.901  C14 1.090
21 H -5.073 2.884 -7.935  C15 1.090
22 H -6.219 4.108 -7.267  C15 1.090
23 H -6.540 2.345 -7.183  C15 1.090
24 H -3.673 2.246 -4.938  O16 0.960
25 C 2.856 6.930 4.576  C26 1.533, H29 1.090, H30 1.090, H31 1.090
26 C 2.482 7.642 3.272  C25 1.533, C27 1.505, O28 1.414, H32 1.090
27 C 3.190 7.052 2.081  C26 1.505, H33 1.090, H34 1.090, H35 1.090
28 O 1.096 7.551 3.007  C26 1.414, H36 0.960
29 H 2.405 5.954 4.397  C25 1.090
30 H 2.350 7.419 5.409  C25 1.090
31 H 3.930 6.823 4.729  C25 1.090
32 H 2.845 8.668 3.322  C26 1.090
33 H 4.261 7.177 2.241  C27 1.090
34 H 2.804 7.411 1.127  C27 1.090
35 H 2.990 5.984 2.167  C27 1.090
36 H 0.594 7.361 3.803  O28 0.960
37 C 2.751 1.702 6.587  C38 1.561, H41 1.090, H42 1.090, H43 1.090
38 C 4.248 1.319 6.363  C37 1.561, C39 1.597, O40 1.428, H44 1.090
39 C 4.933 2.442 5.458  C38 1.597, H45 1.090, H46 1.090, H47 1.090
40 O 4.845 1.180 7.653  C38 1.428, H48 0.960
41 H 2.656 2.507 7.315  C37 1.090
42 H 2.182 0.942 7.122  C37 1.090
43 H 2.198 1.889 5.666  C37 1.090
44 H 4.286 0.284 6.023  C38 1.090
45 H 5.959 2.174 5.204  C39 1.090
46 H 5.196 3.371 5.963  C39 1.090
47 H 4.502 2.684 4.486  C39 1.090
48 H 4.689 2.013 8.103  O40 0.960
49 C -4.066 2.441 3.579  C50 1.527, H53 1.090, H54 1.090, H55 1.090
50 C -2.809 3.043 2.953  C49 1.527, C51 1.515, O52 1.396, H56 1.090
51 C -1.821 3.593 3.962  C50 1.515, H57 1.090, H58 1.090, H59 1.090
52 O -2.200 2.058 2.175  C50 1.396, H60 0.960
53 H -4.811 2.259 2.804  C49 1.090
54 H -4.458 2.905 4.484  C49 1.090
55 H -3.980 1.407 3.911  C49 1.090
56 H -3.129 3.863 2.310  C50 1.090
57 H -2.166 4.518 4.425  C51 1.090
58 H -0.934 3.867 3.391  C51 1.090
59 H -1.432 2.892 4.699  C51 1.090
60 H -1.701 2.501 1.484  O52 0.960
61 C 1.536 -6.599 -0.579  C62 1.528, H65 1.090, H66 1.090, H67 1.090
62 C 2.246 -6.461 -1.925  C61 1.528, C63 1.541, O64 1.425, H68 1.090
63 C 1.864 -7.576 -2.918  C62 1.541, H69 1.090, H70 1.090, H71 1.090
64 O 2.020 -5.174 -2.491  C62 1.425, H72 0.960
65 H 1.683 -7.532 -0.036  C61 1.090
66 H 0.474 -6.418 -0.746  C61 1.090
67 H 1.740 -5.757 0.083  C61 1.090
68 H 3.288 -6.706 -1.720  C62 1.090
69 H 0.874 -7.423 -3.347  C63 1.090
70 H 1.921 -8.532 -2.397  C63 1.090
71 H 2.633 -7.678 -3.683  C63 1.090
72 H 1.990 -4.488 -1.820  O64 0.960
73 C 1.448 1.411 -0.159  C74 1.511, H77 1.090, H78 1.090, H79 1.090
74 C 0.086 0.760 -0.229  C73 1.511, C75 1.569, O76 1.447, H80 1.090
75 C -0.961 1.456 -1.167  C74 1.569, H81 1.090, H82 1.090, H83 1.090
76 O 0.435 -0.550 -0.734  C74 1.447, H84 0.960
77 H 2.064 1.198 -1.032  C73 1.090
78 H 2.002 0.997 0.684  C73 1.090
79 H 1.372 2.473 0.075  C73 1.090
80 H -0.233 0.654 0.808  C74 1.090
81 H -1.905 1.300 -0.645  C75 1.090
82 H -0.970 1.103 -2.199  C75 1.090
83 H -0.853 2.539 -1.110  C75 1.090
84 H -0.347 -1.104 -0.794  O76 0.960
85 C -0.723 5.497 -2.013  C86 1.552, H89 1.090, H90 1.090, H91 1.090
86 C 0.668 5.410 -1.331  C85 1.552, C87 1.525, O88 1.478, H92 1.090
87 C 0.511 4.989 0.127  C86 1.525, H93 1.090, H94 1.090, H95 1.090
88 O 1.391 4.320 -2.018  C86 1.478, H96 0.960
89 H -1.443 6.142 -1.509  C85 1.090
90 H -1.136 4.491 -2.093  C85 1.090
91 H -0.567 6.076 -2.924  C85 1.090
92 H 1.247 6.333 -1.304  C86 1.090
93 H 1.526 4.707 0.408  C87 1.090
94 H -0.056 4.059 0.139  C87 1.090
95 H 0.177 5.849 0.707  C87 1.090
96 H 2.305 4.252 -1.732  O88 0.960
97 C -1.695 -3.388 -5.156  C98 1.540, H101 1.090, H102 1.090, H103 1.090
98 C -0.194 -3.706 -5.023  C97 1.540, C99 1.486, O100 1.442, H104 1.090
99 C 0.612 -2.768 -4.200  C98 1.486, H105 1.090, H106 1.090, H107 1.090
100 O -0.095 -4.993 -4.378  C98 1.442, H108 0.960
101 H -1.959 -2.450 -5.644  C97 1.090
102 H -2.231 -3.352 -4.208  C97 1.090
103 H -2.180 -4.165 -5.747  C97 1.090
104 H 0.249 -3.786 -6.015  C98 1.090
105 H 1.669 -3.018 -4.111  C99 1.090
106 H 0.151 -2.611 -3.225  C99 1.090
107 H 0.660 -1.824 -4.742  C99 1.090
108 H 0.748 -5.024 -3.920  O100 0.960
109 C -4.133 -5.791 -2.747  C110 1.544, H113 1.090, H114 1.090, H115 1.090
110 C -2.830 -6.057 -1.963  C109 1.544, C111 1.519, O112 1.409, H116 1.090
111 C -2.135 -7.303 -2.485  C110 1.519, H117 1.090, H118 1.090, H119 1.090
112 O -1.886 -5.027 -2.150  C110 1.409, H120 0.960
113 H -4.837 -6.621 -2.689  C109 1.090
114 H -4.081 -5.537 -3.806  C109 1.090
115 H -4.703 -4.899 -2.486  C109 1.090
116 H -3.219 -6.258 -0.965  C110 1.090
117 H -2.706 -8.219 -2.330  C111 1.090
118 H -1.255 -7.612 -1.921  C111 1.090
119 H -1.888 -7.245 -3.545  C111 1.090
120 H -1.626 -4.958 -3.071  O112 0.960
121 C -2.132 -1.737 1.519  C122 1.635, H125 1.090, H126 1.090, H127 1.090
122 C -1.377 -3.055 0.914  C121 1.635, C123 1.439, O124 1.400, H128 1.090
123 C -2.245 -4.192 1.070  C122 1.439, H129 1.090, H130 1.090, H131 1.090
124 O -1.269 -2.792 -0.457  C122 1.400, H132 0.960
125 H -1.591 -0.827 1.259  C121 1.090
126 H -2.067 -1.888 2.596  C121 1.090
127 H -3.170 -1.502 1.281  C121 1.090
128 H -0.353 -3.112 1.284  C122 1.090
129 H -2.351 -4.386 2.137  C123 1.090
130 H -1.852 -5.098 0.608  C123 1.090
131 H -3.274 -4.008 0.763  C123 1.090
132 H -0.924 -3.497 -1.010  O124 0.960
133 C 4.686 2.649 -1.671  C134 1.541, H137 1.090, H138 1.090, H139 1.090
134 C 4.346 3.522 -0.448  C133 1.541, C135 1.612, O136 1.473, H140 1.090
135 C 5.706 3.771 0.379  C134 1.612, H141 1.090, H142 1.090, H143 1.090
136 O 3.897 4.771 -1.087  C134 1.473, H144 0.960
137 H 4.760 1.584 -1.453  C133 1.090
138 H 5.569 2.987 -2.213  C133 1.090
139 H 3.835 2.709 -2.349  C133 1.090
140 H 3.520 3.020 0.057  C134 1.090
141 H 6.523 4.150 -0.234  C135 1.090
142 H 6.016 2.765 0.664  C135 1.090
143 H 5.468 4.428 1.216  C135 1.090
144 H 4.572 5.451 -1.031  O136 0.960
145 C -0.507 -0.569 5.649  C146 1.501, H149 1.090, H150 1.090, H151 1.090
146 C -0.122 -1.884 6.261  C145 1.501, C147 1.555, O148 1.385, H152 1.090
147 C 0.078 -1.775 7.800  C146 1.555, H153 1.090, H154 1.090, H155 1.090
148 O -1.156 -2.701 5.835  C146 1.385, H156 0.960
149 H 0.218 0.234 5.774  C145 1.090
150 H -1.467 -0.126 5.914  C145 1.090
151 H -0.710 -0.688 4.584  C145 1.090
152 H 0.755 -2.260 5.736  C146 1.090
153 H 1.007 -1.310 8.130  C147 1.090
154 H 0.239 -2.787 8.172  C147 1.090
155 H -0.793 -1.325 8.277  C147 1.090
156 H -1.207 -3.539 6.300  O148 0.960
157 C -4.818 -2.040 -4.030  C158 1.558, H161 1.090, H162 1.090, H163 1.090
158 C -4.021 -1.384 -2.863  C157 1.558, C159 1.593, O160 1.463, H164 1.090
159 C -4.825 -0.162 -2.231  C158 1.593, H165 1.090, H166 1.090, H167 1.090
160 O -3.879 -2.321 -1.748  C158 1.463, H168 0.960
161 H -5.665 -2.590 -3.621  C157 1.090
162 H -4.374 -2.834 -4.631  C157 1.090
163 H -5.176 -1.232 -4.668  C157 1.090
164 H -3.038 -1.073 -3.215  C158 1.090
165 H -4.997 0.557 -3.033  C159 1.090
166 H -4.209 0.332 -1.479  C159 1.090
167 H -5.812 -0.357 -1.812  C159 1.090
168 H -2.978 -2.525 -1.487  O160 0.960

These are the Löwdin partial charges, in e, on atoms 1 to 99: number 1, C, carries -0.022; number 2, C, carries -0.508; number 3, C, carries -0.057; number 4, O, carries -0.053; number 5, H, carries 0.075; number 6, H, carries 0.071; number 7, H, carries 0.071; number 8, H, carries 0.132; number 9, H, carries 0.083; number 10, H, carries 0.074; number 11, H, carries 0.081; number 12, H, carries 0.054; number 13, C, carries -0.066; number 14, C, carries -0.512; number 15, C, carries -0.032; number 16, O, carries -0.067; number 17, H, carries 0.080; number 18, H, carries 0.081; number 19, H, carries 0.083; number 20, H, carries 0.132; number 21, H, carries 0.081; number 22, H, carries 0.075; number 23, H, carries 0.074; number 24, H, carries 0.072; number 25, C, carries -0.047; number 26, C, carries -0.526; number 27, C, carries -0.067; number 28, O, carries -0.042; number 29, H, carries 0.078; number 30, H, carries 0.080; number 31, H, carries 0.083; number 32, H, carries 0.127; number 33, H, carries 0.082; number 34, H, carries 0.085; number 35, H, carries 0.070; number 36, H, carries 0.084; number 37, C, carries -0.067; number 38, C, carries -0.423; number 39, C, carries -0.048; number 40, O, carries -0.062; number 41, H, carries 0.075; number 42, H, carries 0.054; number 43, H, carries 0.070; number 44, H, carries 0.132; number 45, H, carries 0.061; number 46, H, carries 0.067; number 47, H, carries 0.063; number 48, H, carries 0.077; number 49, C, carries -0.050; number 50, C, carries -0.508; number 51, C, carries -0.053; number 52, O, carries -0.045; number 53, H, carries 0.076; number 54, H, carries 0.079; number 55, H, carries 0.073; number 56, H, carries 0.135; number 57, H, carries 0.080; number 58, H, carries 0.066; number 59, H, carries 0.076; number 60, H, carries 0.066; number 61, C, carries -0.043; number 62, C, carries -0.465; number 63, C, carries -0.040; number 64, O, carries -0.057; number 65, H, carries 0.087; number 66, H, carries 0.064; number 67, H, carries 0.055; number 68, H, carries 0.119; number 69, H, carries 0.066; number 70, H, carries 0.079; number 71, H, carries 0.077; number 72, H, carries 0.047; number 73, C, carries -0.056; number 74, C, carries -0.416; number 75, C, carries 0.000; number 76, O, carries -0.087; number 77, H, carries 0.086; number 78, H, carries 0.084; number 79, H, carries 0.045; number 80, H, carries 0.110; number 81, H, carries 0.060; number 82, H, carries 0.089; number 83, H, carries 0.037; number 84, H, carries 0.048; number 85, C, carries -0.046; number 86, C, carries -0.425; number 87, C, carries -0.065; number 88, O, carries -0.081; number 89, H, carries 0.075; number 90, H, carries 0.063; number 91, H, carries 0.074; number 92, H, carries 0.129; number 93, H, carries 0.056; number 94, H, carries 0.049; number 95, H, carries 0.083; number 96, H, carries 0.012; number 97, C, carries -0.043; number 98, C, carries -0.450; number 99, C, carries -0.053

## x
Density functional theory data (ωB97M-V with the def2-TZVPD basis set) for 14 unconnected molecules or ions with the total composition C42H112O14.

- HOMO-LUMO gap: 9.85 eV
- Multiplicity: 1

Last columns: bonded neighbours and bond lengths (Å).
Geometry (Å):
1 C 1.521 -4.763 -5.744  C2 1.515, H5 1.090, H6 1.090, H7 1.090
2 C 2.634 -5.182 -4.805  C1 1.515, C3 1.533, O4 1.427, H8 1.090
3 C 3.745 -6.106 -5.316  C2 1.533, H9 1.090, H10 1.090, H11 1.090
4 O 3.187 -4.000 -4.227  C2 1.427, H12 0.960
5 H 0.910 -4.033 -5.213  C1 1.090
6 H 1.018 -5.655 -6.117  C1 1.090
7 H 1.887 -4.119 -6.543  C1 1.090
8 H 2.175 -5.638 -3.928  C2 1.090
9 H 4.513 -5.582 -5.885  C3 1.090
10 H 3.410 -6.947 -5.923  C3 1.090
11 H 4.259 -6.514 -4.446  C3 1.090
12 H 3.738 -3.523 -4.852  O4 0.960
13 C 8.487 -2.136 -0.074  C14 1.546, H17 1.090, H18 1.090, H19 1.090
14 C 9.311 -1.674 -1.298  C13 1.546, C15 1.465, O16 1.375, H20 1.090
15 C 8.974 -0.267 -1.526  C14 1.465, H21 1.090, H22 1.090, H23 1.090
16 O 10.670 -1.773 -1.111  C14 1.375, H24 0.960
17 H 8.893 -1.699 0.839  C13 1.090
18 H 8.497 -3.224 -0.014  C13 1.090
19 H 7.432 -1.862 -0.077  C13 1.090
20 H 8.945 -2.355 -2.066  C14 1.090
21 H 9.475 0.378 -0.805  C15 1.090
22 H 7.906 -0.148 -1.714  C15 1.090
23 H 9.401 0.144 -2.441  C15 1.090
24 H 10.840 -2.699 -0.926  O16 0.960
25 C 4.606 -7.237 2.900  C26 1.568, H29 1.090, H30 1.090, H31 1.090
26 C 3.498 -6.980 3.980  C25 1.568, C27 1.526, O28 1.450, H32 1.090
27 C 3.913 -7.287 5.416  C26 1.526, H33 1.090, H34 1.090, H35 1.090
28 O 3.080 -5.595 3.881  C26 1.450, H36 0.960
29 H 5.553 -6.924 3.340  C25 1.090
30 H 4.457 -6.747 1.938  C25 1.090
31 H 4.629 -8.300 2.661  C25 1.090
32 H 2.582 -7.520 3.738  C26 1.090
33 H 4.661 -6.581 5.775  C27 1.090
34 H 4.352 -8.256 5.656  C27 1.090
35 H 3.058 -7.106 6.066  C27 1.090
36 H 2.447 -5.510 3.164  O28 0.960
37 C -4.629 -1.712 7.335  C38 1.493, H41 1.090, H42 1.090, H43 1.090
38 C -3.438 -0.860 7.041  C37 1.493, C39 1.564, O40 1.415, H44 1.090
39 C -2.109 -1.671 6.900  C38 1.564, H45 1.090, H46 1.090, H47 1.090
40 O -3.639 -0.059 5.891  C38 1.415, H48 0.960
41 H -5.523 -1.110 7.497  C37 1.090
42 H -4.535 -2.295 8.251  C37 1.090
43 H -4.754 -2.397 6.496  C37 1.090
44 H -3.252 -0.231 7.911  C38 1.090
45 H -2.462 -2.585 6.424  C39 1.090
46 H -1.626 -1.871 7.857  C39 1.090
47 H -1.323 -1.349 6.217  C39 1.090
48 H -2.770 0.302 5.702  O40 0.960
49 C -2.413 -0.101 -9.063  C50 1.554, H53 1.090, H54 1.090, H55 1.090
50 C -3.270 0.950 -8.301  C49 1.554, C51 1.597, O52 1.387, H56 1.090
51 C -3.267 0.737 -6.718  C50 1.597, H57 1.090, H58 1.090, H59 1.090
52 O -2.681 2.174 -8.576  C50 1.387, H60 0.960
53 H -2.645 -1.033 -8.549  C49 1.090
54 H -1.345 0.086 -8.950  C49 1.090
55 H -2.701 -0.165 -10.112  C49 1.090
56 H -4.343 0.853 -8.464  C50 1.090
57 H -3.858 1.511 -6.228  C51 1.090
58 H -2.259 0.882 -6.329  C51 1.090
59 H -3.643 -0.232 -6.388  C51 1.090
60 H -1.799 2.259 -8.206  O52 0.960
61 C -0.021 6.045 8.346  C62 1.570, H65 1.090, H66 1.090, H67 1.090
62 C -0.019 5.154 7.053  C61 1.570, C63 1.563, O64 1.398, H68 1.090
63 C 1.288 5.305 6.209  C62 1.563, H69 1.090, H70 1.090, H71 1.090
64 O -0.139 3.796 7.366  C62 1.398, H72 0.960
65 H -0.947 5.841 8.885  C61 1.090
66 H -0.009 7.121 8.174  C61 1.090
67 H 0.765 5.660 8.996  C61 1.090
68 H -0.781 5.506 6.359  C62 1.090
69 H 2.121 4.894 6.779  C63 1.090
70 H 1.494 6.372 6.134  C63 1.090
71 H 1.207 4.795 5.249  C63 1.090
72 H 0.591 3.495 7.912  O64 0.960
73 C -1.949 -7.795 0.023  C74 1.577, H77 1.090, H78 1.090, H79 1.090
74 C -3.068 -7.127 0.912  C73 1.577, C75 1.557, O76 1.446, H80 1.090
75 C -3.234 -7.861 2.275  C74 1.557, H81 1.090, H82 1.090, H83 1.090
76 O -2.756 -5.718 0.996  C74 1.446, H84 0.960
77 H -2.099 -8.827 -0.294  C73 1.090
78 H -1.020 -7.711 0.587  C73 1.090
79 H -1.914 -7.180 -0.876  C73 1.090
80 H -3.978 -7.234 0.322  C74 1.090
81 H -3.301 -8.937 2.112  C75 1.090
82 H -4.164 -7.640 2.799  C75 1.090
83 H -2.415 -7.580 2.938  C75 1.090
84 H -3.530 -5.154 0.928  O76 0.960
85 C 6.981 -1.364 -8.563  C86 1.475, H89 1.090, H90 1.090, H91 1.090
86 C 5.978 -0.282 -8.538  C85 1.475, C87 1.479, O88 1.389, H92 1.090
87 C 5.039 -0.264 -9.680  C86 1.479, H93 1.090, H94 1.090, H95 1.090
88 O 5.166 -0.445 -7.422  C86 1.389, H96 0.960
89 H 7.604 -1.215 -7.681  C85 1.090
90 H 7.672 -1.247 -9.397  C85 1.090
91 H 6.482 -2.333 -8.542  C85 1.090
92 H 6.450 0.699 -8.482  C86 1.090
93 H 4.442 -1.173 -9.747  C87 1.090
94 H 5.650 -0.134 -10.573  C87 1.090
95 H 4.340 0.572 -9.671  C87 1.090
96 H 4.380 0.103 -7.478  O88 0.960
97 C 1.900 5.799 -7.500  C98 1.552, H101 1.090, H102 1.090, H103 1.090
98 C 2.074 5.150 -6.101  C97 1.552, C99 1.543, O100 1.450, H104 1.090
99 C 1.137 5.717 -5.015  C98 1.543, H105 1.090, H106 1.090, H107 1.090
100 O 1.611 3.784 -6.247  C98 1.450, H108 0.960
101 H 0.894 5.580 -7.857  C97 1.090
102 H 2.518 5.404 -8.307  C97 1.090
103 H 2.122 6.844 -7.282  C97 1.090
104 H 3.122 5.082 -5.810  C98 1.090
105 H 1.451 5.185 -4.117  C99 1.090
106 H 0.135 5.384 -5.289  C99 1.090
107 H 1.142 6.806 -4.973  C99 1.090
108 H 1.348 3.537 -5.357  O100 0.960
109 C 6.268 0.390 5.680  C110 1.514, H113 1.090, H114 1.090, H115 1.090
110 C 6.268 -1.054 6.137  C109 1.514, C111 1.516, O112 1.426, H116 1.090
111 C 7.436 -1.235 7.085  C110 1.516, H117 1.090, H118 1.090, H119 1.090
112 O 5.061 -1.172 6.886  C110 1.426, H120 0.960
113 H 7.195 0.438 5.109  C109 1.090
114 H 6.338 1.145 6.463  C109 1.090
115 H 5.475 0.722 5.011  C109 1.090
116 H 6.171 -1.764 5.316  C110 1.090
117 H 7.673 -2.249 7.405  C111 1.090
118 H 7.192 -0.801 8.054  C111 1.090
119 H 8.386 -0.791 6.786  C111 1.090
120 H 4.435 -1.709 6.393  O112 0.960
121 C -6.607 6.974 5.047  C122 1.541, H125 1.090, H126 1.090, H127 1.090
122 C -6.725 5.450 4.854  C121 1.541, C123 1.476, O124 1.388, H128 1.090
123 C -8.101 4.946 5.032  C122 1.476, H129 1.090, H130 1.090, H131 1.090
124 O -6.222 4.933 3.669  C122 1.388, H132 0.960
125 H -5.597 7.279 4.774  C121 1.090
126 H -6.922 7.244 6.055  C121 1.090
127 H -7.289 7.409 4.316  C121 1.090
128 H -6.055 4.927 5.536  C122 1.090
129 H -8.067 3.857 5.021  C123 1.090
130 H -8.803 5.243 4.253  C123 1.090
131 H -8.476 5.297 5.993  C123 1.090
132 H -6.108 3.989 3.805  O124 0.960
133 C 0.972 0.053 0.891  C134 1.557, H137 1.090, H138 1.090, H139 1.090
134 C 0.088 0.326 -0.361  C133 1.557, C135 1.537, O136 1.427, H140 1.090
135 C -1.027 1.350 -0.096  C134 1.537, H141 1.090, H142 1.090, H143 1.090
136 O 0.852 0.524 -1.551  C134 1.427, H144 0.960
137 H 1.444 0.989 1.191  C133 1.090
138 H 1.759 -0.658 0.639  C133 1.090
139 H 0.249 -0.317 1.618  C133 1.090
140 H -0.468 -0.571 -0.632  C134 1.090
141 H -0.612 2.341 0.090  C135 1.090
142 H -1.535 1.228 0.860  C135 1.090
143 H -1.759 1.416 -0.901  C135 1.090
144 H 1.274 -0.335 -1.626  O136 0.960
145 C -5.644 6.967 -2.331  C146 1.542, H149 1.090, H150 1.090, H151 1.090
146 C -6.340 8.091 -1.536  C145 1.542, C147 1.601, O148 1.400, H152 1.090
147 C -7.000 9.260 -2.408  C146 1.601, H153 1.090, H154 1.090, H155 1.090
148 O -7.375 7.445 -0.850  C146 1.400, H156 0.960
149 H -4.693 7.339 -2.712  C145 1.090
150 H -6.274 6.643 -3.160  C145 1.090
151 H -5.395 6.131 -1.677  C145 1.090
152 H -5.644 8.381 -0.749  C146 1.090
153 H -7.483 9.998 -1.768  C147 1.090
154 H -7.687 8.742 -3.077  C147 1.090
155 H -6.248 9.710 -3.056  C147 1.090
156 H -6.936 6.957 -0.150  O148 0.960
157 C -7.699 -0.771 -0.338  C158 1.603, H161 1.090, H162 1.090, H163 1.090
158 C -7.809 -1.738 0.936  C157 1.603, C159 1.533, O160 1.398, H164 1.090
159 C -8.317 -3.156 0.654  C158 1.533, H165 1.090, H166 1.090, H167 1.090
160 O -6.477 -1.919 1.319  C158 1.398, H168 0.960
161 H -7.315 0.231 -0.150  C157 1.090
162 H -8.637 -0.642 -0.878  C157 1.090
163 H -6.954 -1.128 -1.050  C157 1.090
164 H -8.345 -1.246 1.748  C158 1.090
165 H -8.405 -3.755 1.561  C159 1.090
166 H -7.923 -3.749 -0.171  C159 1.090
167 H -9.325 -2.953 0.292  C159 1.090
168 H -6.379 -1.726 2.255  O160 0.960

These are the Löwdin partial charges, in e, on atoms 1 to 99: number 1, C, carries -0.061; number 2, C, carries -0.496; number 3, C, carries -0.050; number 4, O, carries -0.066; number 5, H, carries 0.079; number 6, H, carries 0.081; number 7, H, carries 0.076; number 8, H, carries 0.131; number 9, H, carries 0.074; number 10, H, carries 0.075; number 11, H, carries 0.075; number 12, H, carries 0.083; number 13, C, carries -0.063; number 14, C, carries -0.561; number 15, C, carries -0.080; number 16, O, carries -0.015; number 17, H, carries 0.080; number 18, H, carries 0.070; number 19, H, carries 0.075; number 20, H, carries 0.135; number 21, H, carries 0.095; number 22, H, carries 0.089; number 23, H, carries 0.078; number 24, H, carries 0.096; number 25, C, carries -0.050; number 26, C, carries -0.457; number 27, C, carries -0.062; number 28, O, carries -0.077; number 29, H, carries 0.073; number 30, H, carries 0.069; number 31, H, carries 0.069; number 32, H, carries 0.123; number 33, H, carries 0.076; number 34, H, carries 0.079; number 35, H, carries 0.076; number 36, H, carries 0.080; number 37, C, carries -0.065; number 38, C, carries -0.515; number 39, C, carries -0.047; number 40, O, carries -0.043; number 41, H, carries 0.081; number 42, H, carries 0.085; number 43, H, carries 0.082; number 44, H, carries 0.122; number 45, H, carries 0.069; number 46, H, carries 0.076; number 47, H, carries 0.071; number 48, H, carries 0.081; number 49, C, carries -0.053; number 50, C, carries -0.471; number 51, C, carries -0.058; number 52, O, carries -0.058; number 53, H, carries 0.066; number 54, H, carries 0.076; number 55, H, carries 0.073; number 56, H, carries 0.131; number 57, H, carries 0.069; number 58, H, carries 0.067; number 59, H, carries 0.067; number 60, H, carries 0.090; number 61, C, carries -0.050; number 62, C, carries -0.487; number 63, C, carries -0.061; number 64, O, carries -0.054; number 65, H, carries 0.069; number 66, H, carries 0.074; number 67, H, carries 0.073; number 68, H, carries 0.130; number 69, H, carries 0.071; number 70, H, carries 0.071; number 71, H, carries 0.076; number 72, H, carries 0.089; number 73, C, carries -0.057; number 74, C, carries -0.452; number 75, C, carries -0.059; number 76, O, carries -0.062; number 77, H, carries 0.072; number 78, H, carries 0.071; number 79, H, carries 0.070; number 80, H, carries 0.122; number 81, H, carries 0.071; number 82, H, carries 0.065; number 83, H, carries 0.075; number 84, H, carries 0.083; number 85, C, carries -0.053; number 86, C, carries -0.575; number 87, C, carries -0.074; number 88, O, carries -0.046; number 89, H, carries 0.085; number 90, H, carries 0.087; number 91, H, carries 0.091; number 92, H, carries 0.138; number 93, H, carries 0.091; number 94, H, carries 0.084; number 95, H, carries 0.083; number 96, H, carries 0.089; number 97, C, carries -0.051; number 98, C, carries -0.459; number 99, C, carries -0.054

Name the most stable of them. w.